This record from the OMol25 dataset describes a cluster of 2 separate species, C3H11N3O2 in total. The level of theory is the ωB97M-V functional and the def2-TZVPD basis.

Atoms and positions in Å:
C  -0.329  0.600  -1.567
C  -1.509  -0.187  -1.012
N  -1.512  -1.535  -1.609
C  -1.528  -0.321  0.516
O  -2.373  -0.927  1.158
O  -0.511  0.280  1.161
H  -0.398  0.695  -2.657
H  -0.300  1.612  -1.148
H  0.625  0.115  -1.338
H  -2.432  0.335  -1.288
H  -2.314  -2.050  -1.240
H  -1.651  -1.462  -2.615
H  -0.682  0.054  2.101
N  2.370  0.716  0.876
N  3.047  0.460  2.114
H  1.886  1.621  0.886
H  1.626  0.034  0.679
H  3.574  -0.418  2.073
H  2.411  0.378  2.910

Properties
SMILES = C[C@@H](N)C(=O)O.NN
Lowest unoccupied orbital energy = 0.53 eV
HOMO-LUMO gap = 9.41 eV
E_HOMO = -8.88 eV
ΔE to the lowest compared entry with this formula, charge and spin = 1.844 eV
Strongest force on any atom = 1.5 eV/A

Löwdin population analysis, charges in e, atoms 1 to 6: -0.0632, -0.3618, 0.0414, -0.4602, 0.0912, 0.0724

=====

This record from the OMol25 dataset describes a cluster of 2 separate species, C3H11N3O2 in total. The level of theory is the ωB97M-V functional and the def2-TZVPD basis.

Atoms and positions in Å:
C  -1.244  0.349  0.203
C  -2.222  0.242  1.371
O  -0.721  1.533  -0.012
O  -1.795  -0.296  -0.946
H  -1.814  0.380  -1.635
H  0.707  1.345  0.032
H  -0.327  -0.391  0.487
H  -3.076  0.888  1.165
H  -1.739  0.583  2.285
H  -2.578  -0.781  1.491
N  1.803  0.557  -1.548
N  1.684  -1.729  -0.141
C  1.381  -0.541  0.456
N  1.642  0.639  -0.133
H  2.761  0.772  -1.803
H  1.185  1.250  -1.961
H  1.623  -1.714  -1.151
H  1.335  -2.564  0.300
H  1.395  -0.521  1.540

Properties
Lowest unoccupied orbital energy = 0.73 eV
HOMO-LUMO gap = 9.22 eV
E_HOMO = -8.49 eV
ΔE to the lowest compared entry with this formula, charge and spin = 3.340 eV
Strongest force on any atom = 1.5 eV/A

Löwdin population analysis, charges in e, atoms 1 to 6: -0.6638, -0.0289, -0.1417, -0.0298, 0.0875, 0.1186

=====

This record from the OMol25 dataset describes a cluster of 3 separate species, C3H11N3S in total. The level of theory is the ωB97M-V functional and the def2-TZVPD basis.

Atoms and positions in Å:
C  8.317  0.853  0.047
C  -4.536  -0.159  0.408
C  -3.432  -1.145  -1.460
N  7.535  1.684  0.662
N  -1.073  0.011  0.480
N  -4.124  -1.282  -0.431
S  9.050  -0.170  -0.843
H  -4.494  -0.406  1.446
H  -3.770  0.551  0.137
H  -5.559  0.264  0.129
H  -3.245  -1.922  -2.105
H  -4.387  -2.164  0.093
H  -3.039  -0.162  -1.790
H  7.179  1.660  1.619
H  7.559  2.649  0.186
H  -0.500  0.880  0.547
H  -0.705  -0.644  1.154
H  -0.778  -0.500  -0.279

Properties
Lowest unoccupied orbital energy = -7.85 eV
Net charge = +2
HOMO-LUMO gap = 8.17 eV
E_HOMO = -16.02 eV
ΔE to the lowest compared entry with this formula, charge and spin = 0.000 eV
Strongest force on any atom = 3.6 eV/A

Löwdin population analysis, charges in e, atoms 1 to 6: -0.6079, -0.0137, 0.1460, 0.1523, 0.0349, 0.0033

=====

This record from the OMol25 dataset describes a structure of composition C3H11N4. The level of theory is the ωB97M-V functional and the def2-TZVPD basis.

Atoms and positions in Å:
C  -0.677  -0.743  0.826
C  -3.044  -0.326  0.425
C  2.032  1.434  0.130
N  -1.624  -0.253  0.059
N  1.699  -0.630  -1.520
N  0.611  -0.610  0.527
N  0.987  0.086  -0.638
H  -0.976  -1.291  1.815
H  -3.655  0.308  -0.332
H  -3.016  0.196  1.393
H  -3.373  -1.332  0.360
H  2.218  1.230  1.191
H  2.970  1.416  -0.561
H  1.373  2.303  0.017
H  2.772  -0.686  -1.354
H  1.629  -0.116  -2.473
H  1.338  -1.036  0.975
H  -1.265  0.050  -0.839

Properties
Multiplicity = 3
Lowest unoccupied orbital energy (spin up / spin down) = -3.60 / -7.69 eV
Net charge = +1
HOMO-LUMO gap (spin up / spin down) = 5.21 / 6.21 eV
E_HOMO (spin up / spin down) = -8.81 / -13.91 eV
ΔE to the lowest compared entry with this formula, charge and spin = 3.969 eV
Strongest force on any atom = 6.1 eV/A

Löwdin population analysis, charges in e, atoms 1 to 6: -0.2056, -0.0322, 0.0889, -0.0466, 0.0572, 0.0410

=====

This record from the OMol25 dataset describes a cluster of 2 separate species, C3H11N5 in total. The level of theory is the ωB97M-V functional and the def2-TZVPD basis.

Atoms and positions in Å:
N  -1.303  -0.321  1.516
C  -1.334  -0.716  0.308
N  -1.117  -2.046  0.005
N  -1.691  0.081  -0.808
H  -1.654  0.623  1.653
H  -0.548  -2.190  -0.817
H  -0.750  -2.542  0.808
H  -2.459  0.719  -0.638
H  -1.822  -0.438  -1.666
C  1.902  -0.861  0.476
N  1.205  -0.181  -0.310
C  1.445  1.376  -0.454
N  0.252  2.109  -0.317
H  1.673  -1.915  0.627
H  2.792  -0.480  0.995
H  1.832  1.474  -1.471
H  2.207  1.688  0.275
H  -0.054  2.057  0.647
H  -0.577  1.563  -0.829

Properties
SMILES = N=C(N)N.C=NCN
Lowest unoccupied orbital energy = 0.93 eV
HOMO-LUMO gap = 9.81 eV
E_HOMO = -8.89 eV
ΔE to the lowest compared entry with this formula, charge and spin = 1.123 eV
Strongest force on any atom = 3.2 eV/A

Löwdin population analysis, charges in e, atoms 1 to 6: 0.1052, -0.6567, 0.1015, 0.0688, 0.0324, 0.0812

=====

This record from the OMol25 dataset describes an isolated molecule of C3H11N5. The level of theory is the ωB97M-V functional and the def2-TZVPD basis.

Atoms and positions in Å:
C  -2.344  -0.817  0.682
N  -1.974  -0.105  -0.562
N  -0.733  -0.652  -1.033
C  0.309  -0.167  -0.462
N  1.551  -0.782  -0.522
C  2.763  -0.397  0.191
N  0.351  1.064  0.225
N  -0.285  2.223  -0.228
H  -1.772  -0.458  1.525
H  -2.369  -1.920  0.565
H  -3.386  -0.447  0.976
H  -2.714  -0.378  -1.230
H  1.488  -1.803  -0.623
H  2.907  0.779  0.225
H  3.625  -0.970  -0.310
H  2.723  -0.728  1.259
H  1.251  1.259  0.737
H  -0.145  2.329  -1.222
H  -1.245  1.969  -0.194

Properties
SMILES = CN/N=C(/NC)NN
Lowest unoccupied orbital energy = 0.84 eV
HOMO-LUMO gap = 8.67 eV
E_HOMO = -7.83 eV
ΔE to the lowest compared entry with this formula, charge and spin = 2.722 eV
Strongest force on any atom = 2.6 eV/A

Löwdin population analysis, charges in e, atoms 1 to 6: -0.1427, -0.1709, 0.0161, -0.4494, -0.0321, -0.1252

=====

This record from the OMol25 dataset describes a cluster of 2 separate species, C3H11NO in total. The level of theory is the ωB97M-V functional and the def2-TZVPD basis.

Atoms and positions in Å:
N  -1.567  0.095  -0.082
C  -1.073  -0.540  1.165
O  -1.550  -1.895  1.173
H  -2.573  -0.024  -0.040
H  -1.321  1.081  0.000
H  -0.004  -0.687  1.050
H  -1.330  0.051  2.036
H  -2.158  -1.955  1.910
C  2.318  1.770  -1.066
C  1.789  0.352  -1.235
H  3.272  1.779  -0.532
H  1.702  2.422  -0.443
H  2.456  2.219  -2.049
H  1.393  0.026  -0.273
H  0.903  0.305  -1.870
H  2.567  -0.302  -1.611

Properties
SMILES = NCO.CC
Lowest unoccupied orbital energy = 0.83 eV
HOMO-LUMO gap = 10.54 eV
E_HOMO = -9.71 eV
ΔE to the lowest compared entry with this formula, charge and spin = 1.006 eV
Strongest force on any atom = 2.3 eV/A

Löwdin population analysis, charges in e, atoms 1 to 6: 0.0080, -0.3285, -0.0602, 0.0617, 0.0652, 0.0853

=====

This record from the OMol25 dataset describes a cluster of 2 separate species, C3H11NO in total. The level of theory is the ωB97M-V functional and the def2-TZVPD basis.

Atoms and positions in Å:
C  -0.292  -0.124  -2.103
C  -1.429  -0.458  -1.216
N  -1.163  -1.423  -0.214
C  -1.024  -0.923  1.240
H  0.053  -1.052  -2.593
H  0.572  0.493  -1.575
H  -0.559  0.547  -2.941
H  -2.209  -0.851  -1.887
H  -1.715  0.444  -0.571
H  -0.210  -1.859  -0.437
H  -0.820  -1.677  1.869
H  -0.064  -0.381  1.495
H  -1.982  -0.289  1.449
O  3.128  2.408  2.019
H  3.919  1.875  1.847
H  2.597  2.470  1.162

Properties
SMILES = CCNC.O
Lowest unoccupied orbital energy = 0.63 eV
HOMO-LUMO gap = 9.35 eV
E_HOMO = -8.72 eV
ΔE to the lowest compared entry with this formula, charge and spin = 1.949 eV
Strongest force on any atom = 5.1 eV/A

Löwdin population analysis, charges in e, atoms 1 to 6: -0.1407, -0.3911, -0.1508, -0.1035, 0.0737, 0.1077

=====

Question: ΔE to the lowest compared entry with this formula, charge and spin of number 4 (C3H11N4)?
Answer: 3.969 eV

=====

Question: ΔE to the lowest compared entry with this formula, charge and spin of number 5 (C3H11N5)?
Answer: 1.123 eV

=====

Please write out number 1 again, unchanged.
This record from the OMol25 dataset describes a cluster of 2 separate species, C3H11N3O2 in total. The level of theory is the ωB97M-V functional and the def2-TZVPD basis.

Atoms and positions in Å:
C  -0.329  0.600  -1.567
C  -1.509  -0.187  -1.012
N  -1.512  -1.535  -1.609
C  -1.528  -0.321  0.516
O  -2.373  -0.927  1.158
O  -0.511  0.280  1.161
H  -0.398  0.695  -2.657
H  -0.300  1.612  -1.148
H  0.625  0.115  -1.338
H  -2.432  0.335  -1.288
H  -2.314  -2.050  -1.240
H  -1.651  -1.462  -2.615
H  -0.682  0.054  2.101
N  2.370  0.716  0.876
N  3.047  0.460  2.114
H  1.886  1.621  0.886
H  1.626  0.034  0.679
H  3.574  -0.418  2.073
H  2.411  0.378  2.910

Properties
SMILES = C[C@@H](N)C(=O)O.NN
Lowest unoccupied orbital energy = 0.53 eV
HOMO-LUMO gap = 9.41 eV
E_HOMO = -8.88 eV
ΔE to the lowest compared entry with this formula, charge and spin = 1.844 eV
Strongest force on any atom = 1.5 eV/A

Löwdin population analysis, charges in e, atoms 1 to 6: -0.0632, -0.3618, 0.0414, -0.4602, 0.0912, 0.0724

=====

Question: Which value of strongest force on any atom does entry 6 give?
Answer: 2.6 eV/A